Density functional theory data (ωB97M-V/def2-TZVPD) for a structure of composition C28H24N10OSTc.

For the energy above the lowest of the compared OMol25 structures with the same formula, charge and spin, the calculation gives 0.0 kcal per mole. As for the HOMO energy (spin up / spin down): -12.5 / -12.5 eV. Its HOMO-LUMO gap (spin up / spin down) is 6.5 / 5.3 eV. Its total charge is +2. As for the spin multiplicity: 4.

Each line ends with the Löwdin spin population.
Positions of all 65 atoms, in Å:
C -1.792 0.354 0.373  0.0082
H -1.311 -1.721 -2.124  0.0008
N 0.212 0.281 1.587  -0.0175
C -3.015 0.909 0.045  0.0049
C -1.431 3.791 3.728  -0.0004
H -4.605 0.919 -1.394  0.0004
C 3.314 -0.350 -2.471  0.0408
H -1.954 3.319 -1.130  0.0000
C -0.987 0.783 1.532  0.0463
N -0.283 2.117 -1.740  0.0133
C -0.784 4.006 -2.849  0.0081
H 1.406 -5.372 -3.086  0.0001
H -0.405 -5.700 1.950  0.0001
C 1.199 -4.684 -2.286  0.0019
H 0.502 -6.063 -0.830  0.0002
H -3.027 4.152 5.113  0.0002
C 1.340 -3.335 -2.198  0.0076
C 2.168 0.006 2.641  0.0105
H -0.584 -1.767 3.399  0.0001
C -3.050 -0.463 -1.919  0.0078
C 1.766 1.454 -3.019  0.0361
N 0.706 -5.106 -1.071  0.0127
C -0.464 -2.651 2.797  0.0072
C -1.139 3.186 -1.821  0.0040
H 1.703 -2.635 -2.930  0.0002
S 2.791 -1.001 1.341  0.1074
O 1.353 -0.026 -1.211  0.3255
H -3.506 -0.798 -2.838  0.0004
C -3.253 2.266 4.123  -0.0002
H -3.232 0.461 2.968  0.0000
N 0.009 -2.599 1.509  0.0052
C -0.696 -3.953 3.117  0.0010
H -1.061 -4.410 4.020  -0.0001
H 0.040 3.157 2.300  0.0000
H 4.377 1.324 -5.201  0.0022
H 5.038 -0.556 -3.720  -0.0008
C 2.605 1.763 -4.092  -0.0073
C 0.067 -3.846 1.061  0.0145
C 0.596 2.286 -2.710  -0.0018
C 4.124 -0.010 -3.536  -0.0057
C 2.133 0.353 -2.226  0.0113
C 3.757 1.047 -4.361  0.0415
N -1.234 -0.603 -0.398  0.0220
C -0.883 2.913 2.809  0.0043
H -3.444 1.673 0.675  -0.0001
C -1.533 1.713 2.531  0.0044
H 2.365 2.593 -4.744  -0.0011
N 2.992 0.230 3.668  -0.0048
C 0.562 -4.028 -0.288  0.0203
H -1.198 4.927 -3.217  0.0004
C -3.652 0.490 -1.114  0.0103
N -0.356 -4.695 2.010  0.0104
Tc 0.732 -1.118 0.173  2.1939
H 0.836 3.798 -4.183  0.0001
H -0.936 4.730 3.934  -0.0001
N 0.318 3.423 -3.408  0.0047
C -2.609 3.466 4.389  0.0041
C -2.724 1.394 3.184  0.0046
N 0.985 0.564 2.673  0.0022
C -1.831 -0.984 -1.526  0.0163
H 3.920 -0.155 3.684  0.0005
N 0.943 -2.935 -0.943  0.0200
H 2.703 0.854 4.403  -0.0004
H 3.586 -1.150 -1.793  0.0011
H -4.167 2.012 4.640  0.0000



Density functional theory data (ωB97M-V/def2-TZVPD) for a structure of composition C28H25BrN7O2SSe2V.

For the energy above the lowest of the compared OMol25 structures with the same formula, charge and spin, the calculation gives 33.4 kcal per mole. As for the HOMO energy (spin up / spin down): -15.8 / -15.7 eV. Its HOMO-LUMO gap (spin up / spin down) is 5.9 / 4.5 eV. Its total charge is +3. As for the spin multiplicity: 2.

Each line ends with the Löwdin spin population.
Positions of all 67 atoms, in Å:
H 1.123 -7.750 -2.137  0.0000
Se -1.100 -2.992 1.192  0.0002
H -0.222 -2.564 5.379  0.0000
H 4.124 -1.554 0.054  0.0002
S 0.556 -3.222 -1.575  -0.0001
C 0.446 -0.616 2.594  0.0001
N -0.710 -2.746 2.829  0.0000
N 0.333 -0.712 1.313  0.0008
C 1.052 0.464 3.280  0.0001
C -1.731 7.360 -0.854  0.1964
H -2.114 8.368 -0.840  0.0081
H -2.919 4.156 -0.868  -0.0002
C 1.846 1.573 -0.964  0.0926
C -2.223 4.979 -0.867  0.0431
C -2.642 6.286 -0.852  0.0696
C 0.362 -7.168 -1.610  0.0000
H -6.301 0.066 1.053  0.0000
C -4.349 -0.235 0.162  0.0000
C 4.189 0.967 -0.977  0.0591
H -0.004 2.063 -0.975  0.0013
C -0.075 -1.746 3.395  0.0001
H -0.599 -7.674 -1.725  0.0000
C 0.722 -6.917 -0.133  0.0000
C -0.359 7.157 -0.874  -0.0064
C 0.076 5.847 -0.897  0.1263
H -3.807 0.298 0.930  0.0000
N 0.764 -5.459 -0.056  0.0000
H 1.102 -4.980 0.764  0.0000
Br 6.371 2.805 -1.036  0.0109
N 1.322 5.279 -0.929  0.0037
H 1.692 -7.342 0.138  0.0000
H 3.001 -2.675 -0.751  0.0000
C -5.736 -0.362 0.236  0.0000
C 1.160 3.933 -0.943  0.0640
C 0.526 -4.898 -1.238  0.0000
H -0.033 -7.305 0.553  0.0000
C -5.834 -1.536 -1.729  0.0000
H 0.888 -0.660 6.472  0.0000
C 1.190 0.438 4.642  0.0000
N 0.285 -5.818 -2.154  0.0000
H 2.190 5.790 -0.953  -0.0007
H -3.696 6.509 -0.840  0.0012
O 2.444 -0.723 -0.858  -0.0050
C -3.710 -0.797 -0.935  0.0000
H 4.990 0.249 -0.993  0.0021
V 0.009 -1.365 -0.161  -0.0013
H 4.082 -1.664 -1.736  0.0001
C 2.211 2.946 -0.966  0.0396
H 3.861 4.339 -0.975  -0.0003
H 0.078 -5.645 -3.126  0.0000
H -3.992 -1.899 -2.776  0.0000
Se -1.801 -0.572 -1.280  0.0002
H -6.468 -2.036 -2.450  0.0000
H 1.648 1.272 5.153  0.0000
C -0.839 4.749 -0.890  0.1494
C 3.560 3.305 -0.978  -0.0005
O 0.569 1.186 -0.976  0.0519
C 2.861 0.584 -0.935  0.0031
C 4.531 2.324 -1.001  0.0156
N -6.413 -0.985 -0.695  0.0000
H 1.406 1.299 2.690  0.0000
C -4.454 -1.462 -1.904  0.0000
C 3.483 -1.699 -0.821  0.0001
H 0.332 7.985 -0.876  -0.0029
C 0.132 -1.726 4.798  0.0000
C 0.746 -0.665 5.402  0.0000
N -0.132 3.594 -0.917  0.0774



Density functional theory data (ωB97M-V/def2-TZVPD) for a structure of composition C28H25BrOSiSn.

As for the HOMO energy (spin up / spin down): -7.2 / -7.2 eV. Its HOMO-LUMO gap (spin up / spin down) is 3.3 / 3.3 eV.

Each line ends with the natural charge from an NBO analysis.
Positions of all 57 atoms, in Å:
H -1.213 1.262 -7.059  0.2217
H -2.493 -1.774 -0.963  0.2450
C 1.968 -1.193 1.604  -0.4332
C 1.129 2.975 3.636  -0.2120
C -2.416 -0.313 -2.661  -0.2696
C -2.378 -2.702 2.646  -0.2218
C 1.963 -2.580 1.392  -0.2200
H 0.585 4.853 0.851  0.2096
C 0.148 -0.378 -6.358  -0.3085
C -1.436 -2.129 1.782  -0.2158
C -1.755 0.006 2.841  -0.2294
C 4.033 -1.428 2.879  -0.2198
Sn 0.422 -0.561 -2.588  1.4009
C 0.725 1.558 1.690  -0.4456
C 2.953 -3.390 1.967  -0.2062
C -2.664 1.098 -2.677  -0.2511
H -0.362 -1.278 -6.692  0.2293
C 1.757 1.046 -5.506  -0.2457
C -1.049 -0.791 1.929  -0.4202
H -2.190 -0.942 -3.523  0.2482
Br -0.242 -3.030 -2.194  -0.5797
H 0.385 2.591 -0.176  0.2168
H -2.476 1.768 -3.519  0.2274
C -3.218 1.461 -1.419  -0.2213
H 1.337 3.059 4.704  0.2123
C -3.245 0.291 -0.591  -0.1709
C -2.692 -0.561 3.715  -0.2137
H 1.071 5.106 3.277  0.2132
C 0.712 3.966 1.472  -0.2194
C 1.013 1.708 3.051  -0.2209
C 3.036 -0.624 2.311  -0.2213
H -2.635 -3.757 2.542  0.2134
H 2.016 -1.187 -5.407  0.2301
H 2.906 -4.472 1.838  0.2113
O 0.368 -0.152 -0.581  -1.3838
H -3.577 2.447 -1.134  0.2234
C 1.409 -0.330 -5.688  -0.2009
H -3.598 0.236 0.438  0.2359
H 4.832 -0.972 3.464  0.2117
H 4.763 -3.444 3.146  0.2120
H 1.158 0.827 3.678  0.2184
H 0.670 2.927 -6.064  0.2238
C 3.991 -2.813 2.705  -0.2131
H -1.575 1.080 2.887  0.2218
C 0.980 4.111 2.837  -0.2173
Si 0.497 -0.168 1.029  1.9392
H 1.191 -3.033 0.764  0.2145
C -2.702 -0.774 -1.334  -0.2468
H 3.103 0.458 2.435  0.2197
H -3.189 0.061 4.458  0.2117
C 0.698 1.841 -6.029  -0.2670
H -3.694 -2.379 4.328  0.2133
C -0.299 0.961 -6.554  -0.1598
C -2.989 -1.924 3.631  -0.2132
H 2.685 1.418 -5.077  0.2268
H -1.008 -2.731 0.979  0.2133
C 0.589 2.697 0.892  -0.2167



Density functional theory data (ωB97M-V/def2-TZVPD) for a structure of composition C28H25Cl2InN13PS.

As for the HOMO energy: -7.9 eV. Its HOMO-LUMO gap is 8.1 eV.

Each line ends with the natural charge from an NBO analysis.
Positions of all 71 atoms, in Å:
H 2.851 0.308 0.503  0.2223
C -2.577 -2.256 -2.741  0.4701
H -4.125 -3.369 -2.038  0.4312
C 1.335 -2.376 1.349  0.4079
S -2.553 1.211 0.124  -0.2347
H 0.927 4.846 0.922  0.2120
H 1.275 -5.556 -0.766  0.2290
H 0.224 -3.434 -1.525  0.1973
C -1.184 1.300 5.926  -0.1837
H -1.506 1.596 6.916  0.2175
N -1.672 -1.967 -4.632  -0.0817
C 0.669 2.759 1.344  -0.2324
C 1.357 3.854 0.842  -0.1455
P 0.179 0.043 1.732  1.1656
C 1.321 -4.667 -0.152  -0.3120
H -3.181 6.036 0.272  0.2315
H -3.114 0.562 5.351  0.2240
C -2.207 2.836 -0.429  -0.1095
C -1.133 4.465 -1.909  -0.2142
C 3.129 2.401 0.109  -0.2086
C 0.738 -3.494 -0.568  0.1185
C 0.138 1.506 5.542  -0.2358
N 1.206 -0.453 -1.832  -0.5314
C -1.336 3.168 -1.474  -0.0932
H 1.784 -2.010 -5.819  0.2165
H -2.371 -0.114 3.080  0.2511
C 3.077 -2.720 -3.578  -0.3927
N -3.642 -3.503 0.505  -0.3640
H 1.651 -1.273 3.027  0.4110
C 1.925 -1.145 -5.174  -0.3995
N -2.084 -2.310 1.440  -0.1411
N -2.997 -3.197 1.653  -0.0749
H 3.124 4.530 -0.173  0.2149
N -3.415 -2.719 -1.747  -0.5901
C -3.071 -2.743 -0.408  0.4623
H 2.788 -0.572 -5.519  0.1953
C 1.959 -3.525 1.855  -0.2786
C -2.086 0.721 5.047  -0.2063
C -1.676 0.345 3.775  -0.1522
H 4.087 2.263 -0.378  0.2139
H -0.297 2.898 1.818  0.2301
H 2.420 -3.500 2.835  0.2195
H -0.452 4.654 -2.732  0.2284
C -2.653 5.239 -0.236  -0.2203
N 0.757 -2.363 0.153  -0.5122
H 2.420 -5.572 1.468  0.2235
In -0.878 -0.457 -0.757  1.3933
N 1.328 -1.190 2.077  -0.9035
C -0.355 0.554 3.388  -0.4150
H 2.759 -3.589 -4.152  0.2123
Cl -0.417 1.924 -2.263  0.1016
N -1.587 -1.366 -2.578  -0.5508
H 3.098 -2.981 -2.523  0.2253
C -1.802 5.506 -1.296  -0.2199
Cl -3.885 3.671 1.548  0.0200
N -2.107 -1.993 0.120  -0.5517
H 1.576 1.323 3.960  0.2096
C 0.554 1.140 4.272  -0.1383
C 2.589 3.675 0.225  -0.2231
C 2.439 1.303 0.606  -0.2026
H 4.080 -2.433 -3.897  0.2028
N -2.655 -2.643 -3.999  -0.3618
H -1.658 6.522 -1.641  0.2221
C 1.950 -4.670 1.094  -0.1327
C 1.209 1.475 1.234  -0.3809
N -1.029 -1.217 -3.808  -0.1477
H 0.841 1.964 6.226  0.2171
N 2.140 -1.617 -3.800  -0.4494
C -2.840 3.934 0.189  -0.0852
C 1.617 -1.001 -2.773  0.6247
H 1.027 -0.538 -5.211  0.2548



Density functional theory data (ωB97M-V/def2-TZVPD) for a structure of composition C28H25ClCuN3O4PS.

For the energy above the lowest of the compared OMol25 structures with the same formula, charge and spin, the calculation gives 15.0 kcal per mole. As for the HOMO energy (spin up / spin down): -6.1 / -7.1 eV. Its HOMO-LUMO gap (spin up / spin down) is 6.2 / 6.6 eV. As for the spin multiplicity: 2.

Each line ends with the Löwdin spin population.
Positions of all 64 atoms, in Å:
C -3.496 1.989 0.046  -0.0013
H 4.087 -2.866 -1.260  0.0000
C 0.285 1.074 2.822  0.0164
H 5.050 2.182 -3.382  0.0001
H -5.706 -0.593 -0.489  0.0000
C -1.074 -0.688 3.516  0.0051
C -1.412 0.265 4.421  -0.0023
C -6.208 1.457 -0.602  -0.0002
H 2.459 -4.410 1.119  0.0160
C -4.464 3.031 -0.118  -0.0001
H -3.878 -1.439 0.229  0.0003
C 1.942 -3.465 1.214  0.2836
C 3.369 -2.621 -2.043  0.0008
H 6.373 0.508 0.407  0.0000
O 3.710 1.183 -2.219  0.0023
C 2.630 3.742 1.573  0.0001
H 3.609 -3.189 -2.938  -0.0001
C -0.089 -0.228 2.596  0.0117
H -6.463 3.597 -0.584  0.0000
N 0.877 1.815 0.634  0.0018
C -2.121 -3.170 0.178  0.0828
C -0.181 -4.534 0.541  0.0693
H -1.484 -1.688 3.501  0.0005
C 2.423 3.583 0.213  0.0008
H -3.129 -3.107 -0.204  0.0061
H 2.932 4.200 -0.513  0.0001
C -1.508 -4.415 0.192  -0.0006
H 1.335 2.457 -1.262  0.0001
C -3.988 0.644 -0.049  -0.0002
O 4.847 -0.412 -0.585  0.0000
O -2.282 2.309 0.277  -0.0013
C 1.954 2.918 2.458  0.0007
H 3.712 -2.266 1.543  -0.0044
H 4.429 0.674 -4.095  0.0000
C -5.348 0.425 -0.387  -0.0006
C 1.533 2.611 -0.210  0.0003
C 4.772 1.151 -3.179  0.0006
S -0.554 1.719 4.177  0.0126
C 5.286 0.463 0.448  0.0005
H 4.985 0.086 1.429  0.0002
C -0.139 -2.171 1.087  0.0583
N -1.972 -0.706 0.414  0.0002
H 2.095 3.002 3.527  0.0000
C -5.764 2.782 -0.445  -0.0011
C -3.240 -0.555 0.202  -0.0042
O 3.447 -1.243 -2.394  0.0013
N 0.561 -1.102 1.695  0.1350
C 1.950 -1.126 1.716  0.2261
C 2.631 -2.285 1.490  0.0289
H 0.332 -5.484 0.471  0.0024
H 3.312 4.496 1.944  0.0000
H -2.110 0.185 5.237  -0.0002
H 4.890 1.474 0.321  0.0000
Cu -0.870 0.945 0.294  0.0020
H 5.631 0.605 -2.790  0.0000
Cl -7.866 1.152 -1.055  0.0000
H 2.435 -0.216 2.028  0.0144
H -2.070 -5.287 -0.116  -0.0019
C 1.089 1.956 1.955  0.0021
H -4.106 4.045 0.004  0.0000
P 3.379 -0.083 -1.260  0.0086
C 0.539 -3.408 0.967  0.0204
H 2.363 -2.880 -1.706  0.0010
C -1.441 -2.019 0.580  0.0047



Density functional theory data (ωB97M-V/def2-TZVPD) for a structure of composition C28H25F4N3O4ReSSbSe4.

For the energy above the lowest of the compared OMol25 structures with the same formula, charge and spin, the calculation gives 3.7 kcal per mole. As for the HOMO energy (spin up / spin down): -12.3 / -12.3 eV. Its HOMO-LUMO gap (spin up / spin down) is 5.6 / 5.7 eV. Its total charge is +2.

Each line ends with the Mulliken charge.
Positions of all 71 atoms, in Å:
C -5.224 4.195 4.618  -0.4051
F 2.509 2.296 -1.652  -0.2141
C -3.507 2.977 1.817  -0.3920
C 4.788 -4.920 6.263  0.8099
O -3.768 1.064 -0.142  -0.5807
C -2.144 5.223 4.339  -0.6629
H 0.412 7.606 8.712  0.3913
H 2.518 -3.461 5.484  0.4422
H -4.788 5.521 2.873  0.4468
C 1.153 -0.464 0.855  -2.2954
Sb 2.222 -3.402 -3.376  0.8158
Re 0.294 0.829 -0.228  0.9300
F 0.583 3.223 -1.163  -0.2702
H 5.838 -5.460 8.024  0.3186
C 3.757 -4.265 2.411  -0.6940
C -1.131 2.590 1.856  1.6668
H -5.865 2.625 3.200  0.3597
H -5.676 5.000 5.181  0.3141
C 3.129 -3.307 1.654  -0.5800
C -2.255 8.412 6.750  -0.7563
H 4.823 -6.756 7.339  0.3172
C -5.928 3.687 3.396  -1.0165
N -1.552 7.848 7.960  -0.1461
H 1.073 3.510 3.072  0.5813
O 4.521 -3.802 6.584  -0.4922
H -4.678 3.468 5.204  0.2367
C -0.920 5.618 4.853  -1.2010
C -2.666 1.389 0.185  0.3516
Se 0.463 -2.556 -1.688  -0.1543
S 4.365 -5.623 4.638  -0.2498
C -2.233 4.231 3.358  -0.3588
C 2.688 -3.408 4.422  -0.4512
H 0.206 8.870 7.496  0.3655
C 3.549 -4.320 3.797  0.6636
C 2.282 -2.368 2.278  0.2562
C -1.513 7.924 5.501  -0.6604
O -0.063 2.027 1.495  -0.6242
F 2.183 3.061 0.323  -0.1936
H -3.046 5.686 4.711  0.8175
H -2.217 7.812 4.682  0.4926
Se 4.178 -3.986 -2.261  -0.3352
C -1.071 3.595 2.904  0.7759
H 1.164 7.222 6.131  0.4171
C -0.064 7.851 7.766  -0.7718
H 6.352 -6.348 6.564  0.3677
H 0.567 5.881 7.110  0.5195
C 0.165 3.972 3.436  -0.7062
H -0.765 8.660 5.184  0.3218
Se 1.455 -3.319 -5.554  -0.3250
C 1.673 -1.374 1.520  2.6922
H -1.812 8.369 8.798  0.3464
F 1.439 5.341 4.818  -0.3209
C 2.070 -2.439 3.670  -0.6244
H -1.857 6.882 8.090  0.3792
H 3.288 -3.255 0.584  0.2515
H -6.858 4.146 3.097  0.2614
N -3.463 3.864 2.812  0.2800
H 4.425 -4.976 1.943  0.4358
C 5.502 -5.935 7.106  -1.1331
H 1.407 -1.725 4.139  0.4487
H -4.480 2.760 1.399  0.7605
C 0.230 4.962 4.372  0.3758
C 0.293 6.838 6.668  -0.7020
N -0.879 6.649 5.815  0.2457
Se 0.953 -0.321 -2.114  -0.0609
O -1.580 0.936 -0.479  -0.6039
H -2.247 9.497 6.839  0.3753
C 1.596 2.404 -0.684  0.4838
C -4.689 4.511 3.251  -0.3032
H -3.283 8.058 6.788  0.4307
C -2.407 2.334 1.303  -0.4605



What calculated total energy values result from the calculations? In sequence: -59397.18860, -281198.45308, -115238.37993, -99156.22203, -119388.84061, -333844.16720 eV.
What maximum force values result from the calculations? In sequence: 0.7, 2.2, 1.8, 0.9, 0.3, 0.2 eV/Å.